# 1
Below is a 2-piece molecular cluster, C6H13NO2 overall in a non-equilibrium geometry, with properties calculated with ωB97M-V with the def2-TZVPD basis set.

Structure (XYZ):
```
22
C6H13NO2, DFT ωB97M-V with the def2-TZVPD basis set
C -1.00 0.38 1.92
C -0.89 -0.03 0.48
C -1.85 -1.11 0.05
C -0.19 0.75 -0.44
C -0.37 0.63 -1.93
O 0.27 2.00 -0.08
H -1.34 -0.45 2.54
H -0.04 0.72 2.30
H -1.70 1.22 2.02
H -1.64 -1.51 -0.94
H -2.86 -0.69 0.01
H -1.87 -1.93 0.78
H -0.29 -0.41 -2.26
H -1.35 1.02 -2.24
H 0.40 1.21 -2.44
H 0.89 1.89 0.68
N 2.73 -0.95 -0.55
C 1.90 -0.28 0.35
O 2.30 0.67 1.04
H 2.38 -1.76 -1.04
H 3.39 -0.36 -1.04
H 1.13 -1.02 0.77
```

E_tot: -441.6066 hartree
HOMO energy: -8.0 eV
SMILES string: CC(C)=C(C)O.NC=O
spin multiplicity: 1
frontier orbital gap: 8.71 eV
energy above the lowest of the compared OMol25 structures with the same formula, charge and spin: 46.03 kcal per mole

***

# 2
Below is a 2-piece molecular cluster, C5H12O overall, with properties calculated with ωB97M-V with the def2-TZVPD basis set.

Structure (XYZ):
```
18
C5H12O, DFT ωB97M-V with the def2-TZVPD basis set
C -2.19 0.70 -0.67
C -1.13 0.85 0.12
C 0.30 0.58 -0.30
C 1.18 0.06 0.84
C 2.63 -0.13 0.40
H -2.10 0.36 -1.70
H -3.20 0.93 -0.33
H -1.27 1.21 1.13
H 0.73 1.52 -0.67
H 0.31 -0.12 -1.14
H 1.14 0.76 1.68
H 0.77 -0.89 1.21
H 3.04 0.80 -0.01
H 3.27 -0.43 1.24
H 2.72 -0.90 -0.37
O -2.21 -2.34 -0.04
H -2.10 -1.40 0.16
H -2.11 -2.37 -1.00
```

E_tot: -272.9199 hartree
HOMO energy: -10.0 eV
SMILES string: C=CCCC.O
spin multiplicity: 1
frontier orbital gap: 11.05 eV
energy above the lowest of the compared OMol25 structures with the same formula, charge and spin: 18.02 kcal per mole